1 | Below is a cluster of 2 separate species, CH7NO2 in total, with properties calculated with ωB97M-V with the def2-TZVPD basis set.

The geometry in ORCA input format:
```
! RIJCOSX wB97M-V def2-TZVPD def2/J DEFGRID3
* xyz 0 1
C 1.354 0.350 -2.633
O 0.339 0.094 -1.591
H 0.919 0.371 -3.580
H 2.044 -0.481 -2.518
H 1.796 1.281 -2.344
H -0.442 0.532 -1.913
N -0.673 -0.576 1.599
O -0.974 0.107 2.762
H -1.458 -1.050 1.197
H -0.450 0.178 0.916
H -0.747 -0.511 3.473
*
```

Output
* E_HOMO: -9.007 eV
* LUMO level: 0.860 eV
* SMILES: CO.NO
* HOMO-LUMO gap: 9.9 eV

Atom charges from the Mulliken analysis, given in e for atoms 1 to 6: C -0.509; O -0.487; H 0.270; H 0.187; H 0.242; H 0.289



2 | Below is a cluster of 3 separate species, CH7NO2 in total, with properties calculated with ωB97M-V with the def2-TZVPD basis set.

The geometry in ORCA input format:
```
! RIJCOSX wB97M-V def2-TZVPD def2/J DEFGRID3
* xyz 0 1
C 1.097 0.295 1.685
N 1.627 -0.842 1.601
H 0.028 0.520 1.648
H 1.706 1.191 1.752
H 0.927 -1.582 1.639
O 0.245 -2.718 -0.929
H 1.085 -2.511 -1.340
H 0.177 -2.140 -0.189
O -2.495 2.797 -1.674
H -1.989 2.006 -1.564
H -2.408 2.983 -2.630
*
```

Output
* E_HOMO: -10.606 eV
* LUMO level: 0.450 eV
* SMILES: C=N.O.O
* HOMO-LUMO gap: 11.1 eV

Atom charges from the Mulliken analysis, given in e for atoms 1 to 6: C -0.154; N -0.538; H 0.195; H 0.251; H 0.265; O -0.637



Energy comparison, zero being the most stable, in kJ/mol: 1 138.9; 2 0.0.



1 | Below is a structure of composition C6H7F3, with properties calculated with ωB97M-V with the def2-TZVPD basis set.

The geometry in ORCA input format:
```
! RIJCOSX wB97M-V def2-TZVPD def2/J DEFGRID3
* xyz 0 1
C -0.150 -0.467 1.296
C -0.437 0.569 0.520
C -0.834 -0.422 -0.529
C -0.231 2.046 0.768
C 0.093 -0.939 -1.601
C -2.296 -0.564 -0.487
F -2.973 0.608 -0.773
F -2.830 -1.450 -1.396
F -2.803 -0.948 0.681
H 0.110 -1.397 1.650
H 0.483 2.292 1.599
H -1.149 2.486 1.162
H -0.114 2.712 -0.179
H -0.145 -0.713 -2.602
H 0.042 -2.097 -1.556
H 1.039 -0.590 -1.336
*
```

Output
* E_HOMO: -8.955 eV
* LUMO level: 0.738 eV
* HOMO-LUMO gap: 9.7 eV

Atom charges from the Mulliken analysis, given in e for atoms 1 to 6: C -0.679; C 0.363; C 0.328; C -1.187; C -1.372; C 0.984



2 | Below is a cluster of 2 separate species, C6H7F3 in total, with properties calculated with ωB97M-V with the def2-TZVPD basis set.

The geometry in ORCA input format:
```
! RIJCOSX wB97M-V def2-TZVPD def2/J DEFGRID3
* xyz 0 1
C -2.122 1.972 -0.461
C -1.231 1.018 -0.731
C 0.158 1.153 -0.454
C 1.190 1.778 0.051
C 1.492 0.493 -0.670
H -3.165 1.856 -0.695
H -1.821 2.904 -0.009
H -1.531 0.084 -1.190
H 1.632 2.567 0.612
H 1.955 0.528 -1.653
H 1.767 -0.388 -0.095
F 0.566 -1.909 1.996
C 0.383 -2.797 1.025
F -0.628 -2.391 0.272
F 0.053 -3.960 1.576
H 1.302 -2.908 0.425
*
```

Output
* E_HOMO: -8.656 eV
* LUMO level: 0.702 eV
* SMILES: C=CC1=CC1.FC(F)F
* HOMO-LUMO gap: 9.4 eV

Atom charges from the Mulliken analysis, given in e for atoms 1 to 6: C -0.772; C -0.161; C 0.169; C -0.218; C -0.557; H 0.280



Energy comparison, zero being the most stable, in kJ/mol: 1 64.8; 2 0.0.



1 | Below is the ion C5H8N2 with charge +2, with properties calculated with ωB97M-V with the def2-TZVPD basis set.

The geometry in ORCA input format:
```
! RIJCOSX wB97M-V def2-TZVPD def2/J DEFGRID3
* xyz 2 1
C -2.703 0.405 0.057
N -1.448 0.164 -0.080
C -1.076 -1.199 -0.045
N 0.171 -1.366 0.044
C 0.819 -0.008 -0.027
C 2.224 0.305 0.020
C -0.246 0.847 -0.019
H -3.328 -0.400 0.077
H -3.044 1.360 0.046
H -1.710 -2.091 -0.034
H 0.781 -2.159 0.146
H 2.607 0.896 -0.838
H 2.987 -0.567 -0.228
H 2.385 0.763 0.927
H -0.020 1.950 0.035
*
```

Output
* E_HOMO: -19.767 eV
* LUMO level: -11.901 eV
* SMILES: C=[N+]1C=[NH+]C(C)=C1
* HOMO-LUMO gap: 7.9 eV

Atom charges from the Mulliken analysis, given in e for atoms 1 to 6: C 0.071; N 0.174; C -0.136; N 0.145; C 0.454; C -1.196



2 | Below is the ion C5H8N2 with charge +2, with properties calculated with ωB97M-V with the def2-TZVPD basis set.

The geometry in ORCA input format:
```
! RIJCOSX wB97M-V def2-TZVPD def2/J DEFGRID3
* xyz 2 1
C 0.804 0.501 1.770
N 0.580 -0.053 0.599
C 1.357 -1.231 0.447
N 1.004 -1.811 -0.651
C 0.032 -1.127 -1.339
C -0.345 0.080 -0.400
C -1.403 1.009 -0.640
H 0.329 1.339 2.197
H 1.405 -0.020 2.462
H 2.053 -1.572 1.225
H 1.525 -2.726 -0.834
H -0.157 -1.257 -2.352
H -2.211 0.682 0.146
H -1.812 0.955 -1.594
H -1.451 2.043 -0.349
*
```

Output
* E_HOMO (alpha / beta): -18.717 / -18.849 eV
* LUMO level (alpha / beta): -12.342 / -12.215 eV
* SMILES: C=[N+]1C=[NH+]C=C1C
* HOMO-LUMO gap (alpha / beta): 6.4 / 6.6 eV

Atom charges from the Mulliken analysis, given in e for atoms 1 to 6: C 0.134; N 0.125; C -0.223; N 0.045; C -0.407; C 0.747



Energy comparison, zero being the most stable, in kJ/mol: 1 0.0; 2 84.4.



1 | Below is a cluster of 2 separate species, C2H2OS in total, with properties calculated with ωB97M-V with the def2-TZVPD basis set.

The geometry in ORCA input format:
```
! RIJCOSX wB97M-V def2-TZVPD def2/J DEFGRID3
* xyz 0 1
C -1.573 -1.069 -0.263
C -1.200 0.021 0.090
O 0.911 1.251 0.814
S 2.201 0.680 0.430
H -2.442 -1.729 -0.249
H 2.102 0.846 -0.822
*
```

Output
* E_HOMO (alpha / beta): -9.162 / -8.231 eV
* LUMO level (alpha / beta): -3.031 / -4.337 eV
* HOMO-LUMO gap (alpha / beta): 6.1 / 3.9 eV

For each atom in turn, the Mulliken charge in e is: C -0.115; C -0.391; O -0.237; S 0.308; H 0.246; H 0.190



2 | Below is a cluster of 2 separate species, C2H2OS in total, with properties calculated with ωB97M-V with the def2-TZVPD basis set.

The geometry in ORCA input format:
```
! RIJCOSX wB97M-V def2-TZVPD def2/J DEFGRID3
* xyz 0 1
C -0.033 1.395 -3.874
C 0.032 -0.260 -1.150
O 0.715 0.545 -3.765
S -0.865 1.107 -1.106
H 0.657 -0.411 -1.996
H -0.024 -1.007 -0.272
*
```

Output
* E_HOMO: -9.058 eV
* LUMO level: -0.641 eV
* HOMO-LUMO gap: 8.4 eV

For each atom in turn, the Mulliken charge in e is: C 0.161; C -0.315; O -0.211; S -0.190; H 0.317; H 0.238



3 | Below is a cluster of 2 separate species, C2H2OS in total, with properties calculated with ωB97M-V with the def2-TZVPD basis set.

The geometry in ORCA input format:
```
! RIJCOSX wB97M-V def2-TZVPD def2/J DEFGRID3
* xyz 0 1
C -1.414 0.453 -0.416
C 1.182 -0.386 0.684
O -2.525 0.080 -0.349
S 1.962 -0.792 -0.670
H -0.856 1.174 -0.989
H 1.652 -0.529 1.741
*
```

Output
* E_HOMO (alpha / beta): -8.344 / -7.792 eV
* LUMO level (alpha / beta): -0.536 / -0.798 eV
* HOMO-LUMO gap (alpha / beta): 7.8 / 7.0 eV

For each atom in turn, the Mulliken charge in e is: C 0.100; C -0.213; O -0.315; S -0.097; H 0.273; H 0.252



Energy comparison, zero being the most stable, in kJ/mol: 1 731.3; 2 0.0; 3 322.9.



1 | Below is a structure of composition C22H38Br2ClIrN2O9SSi, with properties calculated with ωB97M-V with the def2-TZVPD basis set.

The geometry in ORCA input format:
```
! RIJCOSX wB97M-V def2-TZVPD def2/J DEFGRID3
* xyz 1 6
Ir 0.572 0.197 -1.309
C 2.552 1.449 2.082
C 1.672 0.238 2.344
C 2.458 -1.045 2.170
C 1.043 0.282 3.730
O 0.586 0.255 1.316
Si -0.955 0.812 1.519
S -1.531 1.024 -0.605
O -1.850 -0.354 2.160
C -3.209 -0.354 2.722
C -3.654 -1.803 2.742
C -4.127 0.481 1.842
C -3.128 0.211 4.131
O -1.096 2.207 2.267
C -1.053 3.653 2.093
C -2.488 4.140 2.005
C -0.282 4.004 0.828
C -0.363 4.207 3.324
H 3.422 1.430 2.739
H 1.999 2.375 2.260
H 2.909 1.436 1.046
H 3.269 -1.068 2.900
H 2.892 -1.110 1.176
H 1.819 -1.916 2.336
H 1.827 0.228 4.486
H 0.368 -0.568 3.868
H 0.474 1.207 3.883
H -3.799 -2.178 1.725
H -4.605 -1.890 3.271
H -2.915 -2.419 3.258
H -4.096 0.123 0.809
H -3.827 1.536 1.861
H -5.156 0.411 2.201
H -2.496 -0.422 4.759
H -4.126 0.256 4.572
H -2.705 1.218 4.112
H -2.974 3.742 1.108
H -2.515 5.230 1.960
H -3.050 3.814 2.883
H -0.767 3.561 -0.049
H 0.748 3.638 0.893
H -0.259 5.086 0.696
H -0.901 3.904 4.224
H -0.342 5.299 3.281
H 0.664 3.843 3.392
Br -2.807 -1.921 -1.464
C -1.584 -2.941 -0.395
Br 0.274 -2.581 -0.808
H -1.737 -3.986 -0.622
H -1.741 -2.690 0.643
N 1.423 2.224 -1.915
H 2.422 2.016 -2.102
H 1.369 3.013 -1.278
H 0.968 2.468 -2.791
O 2.084 0.310 -4.344
C 1.151 -0.423 -4.124
O 0.158 -0.096 -3.264
C 1.032 -1.772 -4.752
C 1.947 -2.161 -5.725
C 1.913 -3.452 -6.231
C 0.999 -4.373 -5.736
C 0.108 -3.966 -4.763
C 0.081 -2.670 -4.291
N -0.815 -4.956 -4.166
O -0.934 -6.030 -4.714
O -1.399 -4.633 -3.138
H 2.675 -1.441 -6.081
H 2.615 -3.751 -6.998
H 0.976 -5.394 -6.090
H -0.679 -2.360 -3.589
Cl 4.296 -2.720 -2.306
C 4.488 -0.993 -2.678
C 3.578 -0.070 -1.893
O 3.906 1.110 -1.804
O 2.494 -0.624 -1.380
H 4.229 -0.825 -3.720
H 5.507 -0.684 -2.494
*
```

Output
* E_HOMO (alpha / beta): -11.455 / -12.501 eV
* LUMO level (alpha / beta): -2.760 / -6.158 eV
* HOMO-LUMO gap (alpha / beta): 8.7 / 6.3 eV

Atom charges from the Mulliken analysis, given in e for atoms 1 to 6: Ir 2.621; C -1.058; C 1.580; C -1.570; C -1.452; O -0.230



2 | Below is a structure of composition C22H38Br2ClIrN2O9SSi, with properties calculated with ωB97M-V with the def2-TZVPD basis set.

The geometry in ORCA input format:
```
! RIJCOSX wB97M-V def2-TZVPD def2/J DEFGRID3
* xyz 1 6
Ir -0.811 1.735 0.847
C 1.279 -2.308 -2.185
C 0.125 -1.452 -1.690
C -0.561 -0.741 -2.841
C -0.847 -2.284 -0.870
O 0.636 -0.374 -0.824
Si 1.770 -0.430 0.326
S 1.588 1.602 1.153
O 1.300 -1.339 1.575
C 2.057 -2.097 2.569
C 2.669 -3.306 1.879
C 3.121 -1.199 3.182
C 1.033 -2.519 3.607
O 3.281 -0.715 -0.116
C 4.285 0.020 -0.879
C 5.054 -1.027 -1.666
C 3.611 1.019 -1.807
C 5.185 0.721 0.125
H 0.889 -3.083 -2.846
H 1.797 -2.803 -1.360
H 1.998 -1.713 -2.747
H -1.068 -1.459 -3.486
H 0.168 -0.191 -3.438
H -1.295 -0.032 -2.460
H -1.342 -3.013 -1.512
H -1.607 -1.645 -0.418
H -0.325 -2.819 -0.076
H 3.379 -2.993 1.113
H 1.890 -3.914 1.418
H 3.198 -3.923 2.606
H 3.849 -0.888 2.433
H 3.653 -1.735 3.968
H 2.664 -0.313 3.629
H 0.232 -3.093 3.140
H 0.607 -1.645 4.105
H 1.501 -3.140 4.370
H 4.402 -1.536 -2.376
H 5.480 -1.769 -0.990
H 5.867 -0.557 -2.219
H 2.893 0.526 -2.463
H 4.360 1.509 -2.429
H 3.096 1.804 -1.244
H 5.653 -0.005 0.789
H 4.619 1.435 0.726
H 5.972 1.267 -0.396
Br -0.088 2.865 -1.774
C -1.207 4.457 -1.811
Br -2.843 4.184 -0.860
H -1.421 4.656 -2.852
H -0.642 5.238 -1.320
N -1.283 0.473 2.769
H -0.923 0.974 3.574
H -0.893 -0.464 2.749
H -2.296 0.436 2.844
O -3.594 1.744 1.111
C -3.392 0.918 0.240
O -2.148 0.594 -0.111
C -4.461 0.244 -0.536
C -5.793 0.561 -0.277
C -6.805 -0.061 -0.991
C -6.498 -1.003 -1.963
C -5.168 -1.299 -2.197
C -4.140 -0.693 -1.507
N -4.818 -2.305 -3.222
O -5.725 -2.800 -3.850
O -3.637 -2.537 -3.393
H -6.018 1.296 0.484
H -7.838 0.186 -0.792
H -7.265 -1.504 -2.534
H -3.118 -0.954 -1.729
Cl -2.557 5.715 3.040
C -0.794 5.481 2.981
C -0.452 4.472 1.906
O 0.206 4.746 0.929
O -0.897 3.253 2.169
H -0.473 5.122 3.956
H -0.325 6.430 2.749
*
```

Output
* E_HOMO (alpha / beta): -11.981 / -12.585 eV
* LUMO level (alpha / beta): -2.705 / -6.275 eV
* HOMO-LUMO gap (alpha / beta): 9.3 / 6.3 eV

Atom charges from the Mulliken analysis, given in e for atoms 1 to 6: Ir 2.893; C -1.222; C 1.453; C -1.515; C -1.226; O 0.646



Energy comparison, zero being the most stable, in kJ/mol: 1 19.3; 2 0.0.